*one*
DFT (ωB97M-V with the def2-TZVPD basis set) results for an isolated ion of composition C5H11NO and charge +1.

Geometry as XYZ:
```
18
C5H11NO ωB97M-V with the def2-TZVPD basis set
C -1.54544 -0.13077 -2.06572
O -0.57090 0.64383 -2.76744
C -1.20288 -0.10086 -0.57273
C 0.26591 -0.19108 -0.24972
C 0.60930 0.36529 1.14358
C 2.26295 -0.48320 2.79078
N 1.81638 -0.09119 1.70716
H -2.53632 0.29309 -2.14403
H -1.44963 -1.11900 -2.51970
H -0.92815 1.42626 -3.19672
H -1.65932 0.82154 -0.17699
H -1.82123 -0.79044 0.00421
H 0.64104 -1.21408 -0.27666
H 0.82890 0.32502 -1.02868
H 0.64276 1.45091 1.05577
H -0.22622 0.12687 1.80999
H 3.32804 -0.66885 2.89427
H 1.54485 -0.66332 3.59264
```

Calculated values
frontier orbital gap (spin up / spin down) = 8.528 / 5.292 eV
net charge = +1
multiplicity = 2

Atomic partial charges in e from the Mulliken method, atoms 1 to 6: -0.588, -0.527, -0.726, -0.447, -0.514, -0.160

*two*
DFT (ωB97M-V with the def2-TZVPD basis set) results for an isolated ion of composition C5H11NO and charge +1.

Geometry as XYZ:
```
18
C5H11NO ωB97M-V with the def2-TZVPD basis set
C -1.14891 -1.37610 -1.64404
N -0.11632 -1.59718 -0.55377
C 0.47405 -0.39801 -0.03609
C -0.36068 0.53209 0.76807
C 0.53850 1.03313 1.92540
C -0.73154 1.74916 -0.07983
O 1.62125 -0.22972 -0.33186
H -0.84960 -0.61256 -2.38371
H -1.83708 -0.79123 -1.04042
H -1.41369 -2.37656 -1.98473
H 0.59051 -2.23106 -0.95732
H -1.17709 0.06586 1.34313
H 1.51656 1.30972 1.53654
H 0.09229 1.78408 2.59138
H 0.86748 0.27053 2.63394
H -1.32594 2.53107 0.41327
H -1.27070 1.46266 -0.98636
H 0.19152 2.28910 -0.34281
```

Calculated values
frontier orbital gap (spin up / spin down) = 11.859 / 7.122 eV
net charge = +1
multiplicity = 2

Atomic partial charges in e from the Mulliken method, atoms 1 to 6: -0.806, -0.041, 0.403, 0.486, -1.624, -1.103

Stability, highest: *two*

*one*
DFT (ωB97M-V with the def2-TZVPD basis set) results for one molecule with the formula C7H8N2O.

Geometry as XYZ:
```
18
C7H8N2O ωB97M-V with the def2-TZVPD basis set
C -0.14697 -2.00879 0.08769
C 0.14034 -0.56185 0.27594
C 1.68324 0.11709 0.18229
C 1.90576 1.52135 0.14289
N 1.94102 2.67357 0.18378
C 2.59317 -0.85346 -0.11804
N 3.35729 -1.74088 -0.14712
C -0.95740 0.46010 0.46650
C -1.10887 1.32081 -0.82067
O -2.11616 -0.21427 0.89224
H 0.68940 -2.51233 0.66651
H -1.10995 -2.18869 0.27323
H -0.09324 -2.36774 -0.91633
H -0.73380 1.29319 1.13081
H -2.02325 1.66909 -0.93022
H -1.04766 0.74673 -1.68236
H -0.42938 2.08015 -0.94913
H -2.54354 0.56592 1.26201
```

Calculated values
SMILES = CC(=C(C#N)C#N)[C@@H](C)O
frontier orbital gap (spin up / spin down) = 7.695 / 7.698 eV
multiplicity = 1

Atomic partial charges in e from the Mulliken method, atoms 1 to 6: -1.640, 0.575, 0.436, 0.061, -0.503, 0.119

*two*
DFT (ωB97M-V with the def2-TZVPD basis set) results for one molecule with the formula C7H8N2O.

Geometry as XYZ:
```
18
C7H8N2O ωB97M-V with the def2-TZVPD basis set
C 2.22049 1.26863 0.60254
C 2.23871 -0.17287 0.03512
O 3.26531 -0.64402 -0.21815
N 1.03541 -0.71945 -0.30100
C -0.30028 -0.31282 -0.16755
C -0.72193 0.99758 -0.32480
C -2.09541 1.21620 -0.30600
C -2.94974 0.28154 0.14903
C -2.38826 -0.95494 0.30714
N -1.11130 -1.31668 0.16836
H 1.85449 2.08364 -0.37079
H 1.29398 1.28617 1.16675
H 3.19615 1.44702 1.08308
H 1.27497 -1.59238 -0.49017
H 0.09628 1.61753 -0.78030
H -2.38124 2.11210 -0.50060
H -3.86101 0.36409 0.20080
H -3.08628 -1.85300 0.59200
```

Calculated values
SMILES = CC(=O)Nc1ccccn1
frontier orbital gap = 9.988 eV
multiplicity = 1

Atomic partial charges in e from the Mulliken method, atoms 1 to 6: -1.109, 0.691, -0.537, -0.136, 0.525, -0.086

Stability, highest: *two*

*one*
DFT (ωB97M-V with the def2-TZVPD basis set) results for C10H28IN2O7P4Pd as an isolated structure.

Geometry as XYZ:
```
53
C10H28IN2O7P4Pd ωB97M-V with the def2-TZVPD basis set
Pd 0.05885 0.28379 -0.56257
N 2.28420 -2.00893 0.73290
C 2.41328 -1.11174 1.88840
C 3.12564 -1.81383 3.06055
P 0.71803 -0.61579 2.44374
O 1.03729 0.06143 3.86186
O -0.15982 -1.80447 2.58861
O 0.27112 0.52935 1.53320
P 3.31383 0.43702 1.45046
O 4.84699 -0.15536 1.38064
O 3.16413 1.36109 2.62675
O 3.02936 0.95706 0.06761
H 1.65601 -2.76835 0.98081
H 3.19300 -2.39774 0.50451
H 0.89639 -0.92426 -0.86238
H 2.46884 -2.58083 3.47856
H 3.39330 -1.11685 3.85331
H 4.04056 -2.28582 2.69549
H 1.76000 0.71268 3.68739
H 5.28915 0.28672 0.64803
C -0.05949 1.61713 -3.68275
P -0.47127 0.16036 -2.67599
C 0.03749 -1.24183 -3.71430
C -2.30526 0.13116 -2.80089
C -2.98349 -1.08574 -2.15542
P -2.31470 -1.55775 -0.48232
C -2.98941 -0.19037 0.54086
C -3.58010 -2.83531 -0.06258
H -0.48568 1.55167 -4.68669
H 1.02387 1.71510 -3.74983
H -0.44528 2.49862 -3.16970
H -0.41605 -1.19606 -4.70718
H -0.25911 -2.16571 -3.21658
H 1.12348 -1.24505 -3.80522
H -2.58836 0.21281 -3.85678
H -2.63310 1.05136 -2.30759
H -2.84833 -1.96211 -2.79797
H -4.06240 -0.90351 -2.09467
H -4.07188 -0.08922 0.41198
H -2.50675 0.76162 0.31341
H -2.75393 -0.42637 1.58043
H -4.60618 -2.45890 -0.12483
H -3.38357 -3.17002 0.95695
H -3.47657 -3.69779 -0.72387
N 1.34511 2.88757 0.78725
C 0.02774 3.00660 0.64461
O -0.63824 2.54373 -0.28912
C -0.66019 3.71683 1.79235
I -2.39986 4.77150 1.18966
H 1.85276 2.10675 0.33857
H 1.72486 3.07632 1.70384
H -0.01252 4.42628 2.29717
H -0.98376 2.94518 2.48933
```

Calculated values
frontier orbital gap = 6.975 eV
net charge = -1
multiplicity = 1

Atomic partial charges in e from the Mulliken method, atoms 1 to 6: -0.115, -0.479, 0.777, -1.941, 0.554, -0.674

*two*
DFT (ωB97M-V with the def2-TZVPD basis set) results for C10H28IN2O7P4Pd as an isolated structure.

Geometry as XYZ:
```
53
C10H28IN2O7P4Pd ωB97M-V with the def2-TZVPD basis set
Pd -0.61793 0.99273 -0.30296
N 1.29993 -1.62919 0.00550
C 2.20286 -0.95180 1.00241
C 3.38393 -1.88153 1.26917
P 1.09934 -0.86396 2.51763
O 2.16264 -0.79690 3.74724
O 0.48707 -2.24017 2.51536
O 0.27688 0.36791 2.49153
P 2.75187 0.65738 0.27780
O 3.91953 0.16893 -0.77126
O 3.37766 1.50228 1.31453
O 1.63806 1.09787 -0.64385
H 0.87203 -2.42117 0.50180
H 1.77575 -1.89684 -0.87179
H 0.52217 -0.97801 -0.26374
H 3.04446 -2.79801 1.75908
H 4.09194 -1.38149 1.92847
H 3.89352 -2.13627 0.33819
H 2.24335 -1.69105 4.09800
H 4.77380 0.38488 -0.38025
C -3.38107 -0.88786 -1.82180
P -2.33241 -0.39412 -0.39058
C -2.28391 -2.00642 0.49223
C -3.62392 0.48396 0.61750
C -2.98371 1.30811 1.73643
P -1.75434 2.50953 1.05683
C -2.89985 3.85324 0.51766
C -1.13024 3.23804 2.61616
H -4.31962 -1.34783 -1.49691
H -2.83112 -1.59760 -2.44194
H -3.60161 -0.00942 -2.42855
H -3.28633 -2.39116 0.70416
H -1.71840 -1.90756 1.42074
H -1.75946 -2.73005 -0.13738
H -4.35525 -0.22976 1.01320
H -4.16111 1.13963 -0.07768
H -2.40911 0.66137 2.40649
H -3.74536 1.82722 2.33034
H -3.58304 4.15169 1.31880
H -3.48059 3.52295 -0.34490
H -2.31420 4.72026 0.20908
H -1.93970 3.53716 3.28900
H -0.51762 4.10943 2.37749
H -0.49300 2.49190 3.09083
N 1.85490 0.12108 -3.24526
C 2.22216 -1.13458 -3.48602
O 2.24251 -2.03760 -2.65054
C 2.60146 -1.45526 -4.92013
I 4.61223 -0.85385 -5.31958
H 1.69470 0.45677 -2.27876
H 1.92982 0.80942 -3.97276
H 1.98184 -0.93739 -5.64628
H 2.56649 -2.52689 -5.07076
```

Calculated values
frontier orbital gap = 5.180 eV
net charge = -1
multiplicity = 1

Atomic partial charges in e from the Mulliken method, atoms 1 to 6: -0.985, 0.498, 1.121, -1.999, 0.481, -0.566

Stability, highest: *two*